# 1
The following is a DFT calculation (wB97M-V/def2-TZVPD) of an isolated molecule of C6H6ClNP2.

```
! RIJCOSX wB97M-V def2-TZVPD def2/J DEFGRID3
* xyz 0 1
N 3.15 -0.69 -0.01
C -0.61 -1.47 -0.21
C 0.57 -0.76 -0.07
C -1.76 0.63 -0.22
C -1.81 -0.75 -0.43
H 1.67 1.22 -0.25
H -2.75 1.04 -0.28
H -2.78 -1.33 -0.57
C 0.66 0.63 -0.22
P 4.78 -0.62 -0.13
P 2.03 -1.81 0.02
H 5.08 -0.92 1.18
H -0.42 -2.59 -0.27
H -0.39 2.45 -0.24
C -0.51 1.31 -0.25
Cl 4.96 1.32 -0.03
*
```

Structure (SMILES)   ClP/N=P/c1ccccc1
ΔE to the lowest compared entry with this formula, charge and spin   0.4 kcal/mol
LUMO   -0.930 eV
HOMO   -0.3112 Ha
Frontier orbital gap   7.5376 eV

***

# 2
The following is a DFT calculation (wB97M-V/def2-TZVPD) of the ion C9H11N2O with charge +1.

```
! RIJCOSX wB97M-V def2-TZVPD def2/J DEFGRID3
* xyz 1 1
O 1.40 2.40 0.51
N 1.44 1.25 0.29
H 3.47 -0.81 -0.78
H 0.87 0.31 2.14
N 2.12 0.75 -0.66
C -2.76 1.03 0.34
H -1.32 1.88 1.57
C 0.82 0.05 1.08
H 1.09 -2.00 0.69
C -3.06 0.12 -0.67
H 2.54 -1.21 1.46
C 2.31 -0.70 -0.63
C -0.53 0.06 0.50
H -4.04 0.07 -1.18
H 1.78 -1.18 -1.54
H -3.29 2.05 0.70
H -2.37 -1.70 -1.74
H 2.63 1.28 -1.33
C -0.91 -0.90 -0.47
C 1.74 -1.16 0.64
H -0.30 -1.76 -0.77
C -1.49 1.05 0.87
C -2.13 -0.90 -1.02
*
```

Structure (SMILES)   O=[N+]1NCC[C@@H]1c1ccccc1
ΔE to the lowest compared entry with this formula, charge and spin   81.9 kcal/mol
LUMO   -4.789 eV
HOMO   -0.4791 Ha
Frontier orbital gap   8.2484 eV

***

# 3
The following is a DFT calculation (wB97M-V/def2-TZVPD) of a structure of composition C34H44Cl5CsN3O7P.

```
! RIJCOSX wB97M-V def2-TZVPD def2/J DEFGRID3
* xyz -2 1
C 3.20 -2.93 4.05
O 2.27 -0.57 -2.61
H -2.16 -4.37 -3.95
C 3.93 3.57 -0.96
C 4.72 0.00 1.90
H -1.84 0.21 2.81
H -0.52 -4.99 -3.78
H -4.01 1.55 -2.31
C -2.42 3.31 3.53
O -0.02 4.86 -0.80
H -2.13 2.95 5.62
C 3.05 1.47 -1.66
H 4.03 0.78 1.58
C 3.26 0.02 -2.12
C -4.41 0.79 -5.96
C -1.09 -3.58 -2.37
C 1.59 3.14 -1.07
C -3.37 -1.24 0.97
C 4.47 -1.30 1.12
O 4.41 -0.44 -1.94
C -2.49 -0.40 -4.20
C -4.75 -0.32 -5.20
H -3.94 -1.72 0.17
H 4.08 -4.51 0.24
Cl -5.57 1.51 -7.03
H -2.05 0.31 0.25
H -0.65 -2.55 2.22
H 1.65 -3.60 -0.01
Cl -0.61 1.40 -4.90
O -3.92 0.45 -0.61
H -3.34 2.74 3.49
C -1.95 -5.89 -2.41
H -2.89 -5.62 -1.94
P 2.77 -2.00 1.42
H -0.43 -0.55 3.58
C 0.49 1.16 1.95
H -0.17 1.88 2.45
H 2.46 -4.18 2.45
H 3.46 -4.46 -1.42
C -0.55 4.16 4.80
C 2.63 4.02 -0.79
Cl -2.71 2.72 -6.80
H -3.34 0.92 1.31
H 0.87 5.31 3.68
N -0.82 -2.71 -1.67
H -2.10 -6.76 -3.05
H 2.33 -2.27 -0.94
C -3.56 1.62 -1.32
H -0.02 4.25 5.74
N -2.59 3.79 1.16
Cl -4.27 -2.25 -3.37
Cl -6.35 -0.99 -5.34
C -1.92 3.89 2.36
C 3.74 -3.84 -0.57
H -3.96 -1.27 1.90
C -0.73 4.63 2.44
C -3.11 0.20 0.51
C -1.51 -1.88 2.32
H 4.19 -3.81 2.36
H -3.94 2.52 -0.82
H 3.43 -3.75 4.74
C 3.21 -3.39 2.60
H 5.14 1.88 -1.57
H -0.34 5.08 1.53
C -1.00 -0.49 2.64
C -1.42 -4.71 -3.23
C 0.14 3.62 -0.90
H 4.77 4.23 -0.75
H 3.94 -2.14 4.21
C 2.55 -2.99 -0.14
N 1.80 1.89 -1.48
H 0.88 1.61 1.04
C -3.79 -0.86 -4.35
H 2.39 5.02 -0.46
O -0.76 2.74 -0.83
H 1.32 0.92 2.63
H 4.59 -0.14 2.98
O -2.20 -2.00 1.10
H -2.47 1.71 -1.43
H 2.22 -2.52 4.32
H -2.14 -2.21 3.16
C -0.06 4.75 3.64
C -2.21 0.71 -5.00
C -3.13 1.32 -5.86
H 4.57 -3.20 -0.88
H 4.53 -1.08 0.05
C -1.74 3.44 4.73
H -1.24 -6.15 -1.62
H -1.99 3.75 0.32
H 5.23 -2.04 1.37
Cs -0.01 0.12 -2.08
H -3.29 3.06 1.14
H 5.74 0.36 1.73
C 4.15 2.28 -1.41
O -0.21 -0.01 1.59
*
```

ΔE to the lowest compared entry with this formula, charge and spin   43.6 kcal/mol
LUMO   3.616 eV
HOMO   -0.1026 Ha
Frontier orbital gap   6.4078 eV

***

# 4
The following is a DFT calculation (wB97M-V/def2-TZVPD) of an isolated molecule of C8H9NO2S.

```
! RIJCOSX wB97M-V def2-TZVPD def2/J DEFGRID3
* xyz 0 1
H 2.13 2.03 -3.02
S 0.98 2.33 -3.87
C 0.10 1.63 1.10
H -0.12 -2.57 -0.77
H -1.14 1.36 -2.97
C -0.04 0.28 1.26
N 0.63 0.80 -1.95
C -0.96 -1.61 2.43
H 1.36 -0.66 -0.32
C -0.13 -2.01 0.13
C 0.29 -0.55 0.01
C -0.48 -0.38 2.48
C -0.84 -2.40 1.24
H -1.68 -1.81 3.26
C -0.03 1.44 -2.86
O -0.31 0.00 -1.17
H -0.78 0.26 3.34
H 0.59 2.10 0.31
H 0.00 2.30 1.85
O 1.87 0.74 -1.87
H -1.43 -3.26 1.38
*
```

ΔE to the lowest compared entry with this formula, charge and spin   153.9 kcal/mol
LUMO   -0.126 eV
HOMO   -0.3036 Ha
Frontier orbital gap   8.1356 eV

***

no.,largest force on an atom (eV Å⁻¹)
1,2.881
2,4.584
3,3.870
4,3.821